Below is a structure of composition C50H76N6O3SSeSr at a distorted geometry, with properties calculated with the ωB97M-V functional and the def2-TZVPD basis.

The value obtained for the energy relative to the best compared isomer or geometry (same formula, charge and spin) is 0.797 eV. The lowest unoccupied orbital energy is 0.0 eV. The value obtained for the HOMO energy is -6.4 eV.

Structure (ORCA input):
```
! wB97M-V def2-TZVPD RIJCOSX def2/J DEFGRID3
* xyz 0 1
Sr 0.021 0.204 0.038
C 2.554 -3.790 -6.793
C 1.336 -3.857 -5.868
C 0.073 -3.651 -6.716
C 1.299 -5.246 -5.218
C 1.365 -2.807 -4.768
C 0.337 -2.755 -3.842
C 0.366 -1.830 -2.822
Se -1.092 -1.848 -1.581
C -0.458 -3.220 -0.366
C -0.598 -4.536 -0.755
C -0.182 -5.565 0.074
C 0.337 -5.201 1.313
C 0.478 -3.891 1.739
C 0.109 -2.825 0.868
O 0.246 -1.562 1.142
C 0.968 -3.576 3.150
C 1.346 -4.824 3.955
C -0.165 -2.860 3.898
C 2.201 -2.668 3.102
C -0.300 -7.006 -0.398
C 0.593 -7.184 -1.633
C 0.134 -8.027 0.658
C -1.760 -7.302 -0.771
C 1.396 -0.872 -2.630
O 1.335 -0.070 -1.615
C 2.421 -0.906 -3.616
C 2.375 -1.867 -4.620
C 3.600 0.068 -3.683
C 3.550 0.808 -5.030
C 4.923 -0.706 -3.569
C 3.592 1.129 -2.584
H 2.478 -4.566 -7.554
H 3.476 -3.952 -6.239
H 2.606 -2.828 -7.298
H 0.012 -4.400 -7.504
H 0.087 -2.664 -7.173
H -0.820 -3.724 -6.102
H 1.306 -6.025 -5.978
H 0.403 -5.364 -4.615
H 2.162 -5.381 -4.569
H -0.504 -3.436 -3.886
H -1.030 -4.733 -1.727
H 0.651 -5.988 1.975
H 0.494 -5.488 4.079
H 1.682 -4.522 4.945
H 2.157 -5.369 3.479
H -1.059 -3.480 3.898
H -0.394 -1.918 3.410
H 0.125 -2.667 4.930
H 3.033 -3.186 2.631
H 2.493 -2.383 4.113
H 1.976 -1.775 2.525
H 1.630 -6.977 -1.376
H 0.301 -6.498 -2.422
H 0.523 -8.201 -2.013
H 1.182 -7.901 0.919
H 0.009 -9.034 0.262
H -0.471 -7.940 1.557
H -2.100 -6.645 -1.567
H -2.404 -7.150 0.092
H -1.867 -8.331 -1.109
H 3.186 -1.882 -5.330
H 3.644 0.123 -5.867
H 4.359 1.534 -5.094
H 2.602 1.334 -5.126
H 5.042 -1.419 -4.380
H 4.956 -1.252 -2.629
H 5.763 -0.013 -3.601
H 2.660 1.684 -2.603
H 4.420 1.822 -2.744
H 3.707 0.667 -1.606
C -3.767 3.725 0.243
N -4.100 2.394 0.683
C -5.512 2.099 0.557
C -3.184 1.344 0.627
N -2.102 1.354 -0.096
C -2.105 2.005 -1.324
C -3.209 1.799 -2.140
C -3.336 2.393 -3.393
C -2.326 3.180 -3.865
C -1.146 3.357 -3.112
C -0.097 4.090 -3.701
C 1.098 4.221 -3.056
C 1.239 3.690 -1.777
C 0.217 3.021 -1.122
N 0.521 2.524 0.144
C 1.267 3.223 0.942
N 2.109 2.617 1.817
C 2.490 3.174 3.093
C 2.642 1.299 1.571
N 1.216 4.609 1.066
C 0.077 5.357 0.592
C 2.436 5.391 1.020
C -1.010 2.783 -1.810
N -3.494 0.322 1.451
C -3.018 -1.022 1.219
C -4.087 0.530 2.751
H -4.281 4.443 0.890
H -4.065 3.913 -0.795
H -2.696 3.890 0.322
H -5.865 2.372 -0.445
H -6.087 2.668 1.291
H -5.692 1.039 0.705
H -3.986 1.131 -1.786
H -4.228 2.218 -3.979
H -2.398 3.652 -4.833
H -0.251 4.511 -4.683
H 1.933 4.723 -3.522
H 2.192 3.776 -1.276
H 3.563 3.392 3.127
H 2.265 2.446 3.878
H 1.943 4.092 3.281
H 2.506 1.028 0.528
H 2.159 0.545 2.194
H 3.709 1.303 1.802
H -0.821 4.752 0.658
H 0.194 5.688 -0.445
H -0.042 6.236 1.230
H 3.308 4.745 1.060
H 2.467 6.100 1.852
H 2.467 5.955 0.081
H -3.003 -1.224 0.149
H -3.713 -1.717 1.690
H -2.020 -1.191 1.620
H -4.240 1.592 2.934
H -3.413 0.126 3.509
H -5.048 0.015 2.830
C -0.557 1.730 5.244
S -0.248 1.607 3.420
C -1.296 3.060 3.029
O -1.006 0.447 2.971
H -1.612 1.582 5.446
H -0.233 2.706 5.589
H 0.010 0.954 5.745
H -0.782 3.957 3.349
H -2.262 2.967 3.506
H -1.430 3.066 1.956
*
```

Below is a structure of composition C50H76O38Rb at a distorted geometry, with properties calculated with the ωB97M-V functional and the def2-TZVPD basis.

The lowest unoccupied orbital energy is 1.1 eV. The value obtained for the HOMO energy is -5.1 eV.

Structure (ORCA input):
```
! wB97M-V def2-TZVPD RIJCOSX def2/J DEFGRID3
* xyz -1 1
Rb 3.273 0.113 -0.666
O 0.679 1.177 -1.658
C -0.271 0.363 -0.984
C -0.137 -0.419 0.420
O 0.872 -1.428 0.586
H -0.597 -0.405 -1.686
H -1.229 0.884 -0.992
H -1.139 -0.742 0.702
H 0.132 0.314 1.180
C 2.051 2.586 3.202
C 1.885 1.232 3.915
C 2.392 0.052 3.114
O 3.436 -0.502 3.891
C 3.605 0.160 4.964
O 4.285 -0.273 5.866
O 2.898 1.228 4.975
H 3.027 2.944 2.873
H 1.867 3.417 3.884
H 1.276 2.746 2.454
H 0.949 0.961 4.404
H 2.814 0.465 2.198
H 1.632 -0.662 2.795
C 2.731 -1.410 -5.314
C 1.838 -0.214 -5.028
C 2.656 1.054 -4.736
O 2.207 1.996 -5.660
C 1.337 1.422 -6.524
O 0.761 2.102 -7.385
O 1.212 0.099 -6.239
H 2.175 -2.328 -5.507
H 3.221 -1.491 -4.344
H 3.402 -1.309 -6.167
H 1.111 -0.374 -4.232
H 3.724 0.932 -4.919
H 2.357 1.481 -3.779
C -0.665 -2.035 4.115
C -0.328 -2.956 5.341
C -1.159 -2.796 6.593
O -1.663 -4.110 6.676
C -1.263 -4.943 5.698
O -1.489 -6.141 5.640
O -0.426 -4.290 4.949
H -0.482 -0.962 4.163
H -1.736 -2.061 3.912
H -0.120 -2.369 3.232
H 0.715 -2.777 5.604
H -2.006 -2.127 6.440
H -0.625 -2.594 7.521
C -2.923 -3.555 1.925
C -1.786 -4.521 1.661
C -1.873 -5.906 2.141
O -1.691 -6.672 0.950
C -1.486 -5.906 -0.101
O -1.178 -6.325 -1.228
O -1.607 -4.597 0.255
H -2.610 -2.545 1.662
H -3.328 -3.544 2.937
H -3.751 -3.873 1.291
H -0.822 -4.146 2.007
H -2.872 -6.025 2.561
H -1.093 -6.080 2.882
C 0.868 6.362 -1.406
C 1.308 5.537 -0.215
C 1.883 4.186 -0.629
O 2.977 4.056 0.280
C 3.382 5.275 0.611
O 4.448 5.507 1.174
O 2.464 6.161 0.265
H -0.028 5.872 -1.786
H 1.645 6.280 -2.167
H 0.778 7.416 -1.145
H 0.565 5.479 0.581
H 2.267 4.068 -1.642
H 1.052 3.499 -0.472
C 4.113 -3.189 1.947
C 2.755 -3.653 2.429
C 1.841 -4.546 1.494
O 1.476 -5.651 2.255
C 2.098 -5.611 3.455
O 2.003 -6.480 4.341
O 2.851 -4.447 3.570
H 4.650 -2.795 2.810
H 4.026 -2.504 1.104
H 4.779 -4.017 1.703
H 2.179 -2.758 2.666
H 2.466 -4.863 0.659
H 0.963 -3.964 1.216
C 2.625 -3.513 -1.797
C 1.292 -4.176 -2.029
C 0.224 -3.216 -2.565
O -0.265 -3.766 -3.776
C 0.455 -4.871 -4.037
O 0.129 -5.635 -4.966
O 1.387 -5.065 -3.130
H 3.354 -4.290 -1.567
H 2.556 -2.708 -1.065
H 3.032 -3.010 -2.674
H 0.855 -4.832 -1.276
H 0.686 -2.238 -2.699
H -0.643 -3.083 -1.918
C -4.447 -0.950 -1.038
C -3.675 -0.760 -2.302
C -3.027 -2.031 -2.876
O -3.618 -2.220 -4.141
C -4.416 -1.197 -4.447
O -5.015 -1.020 -5.478
O -4.491 -0.337 -3.321
H -5.246 -1.670 -1.220
H -4.893 -0.003 -0.734
H -3.808 -1.344 -0.248
H -2.920 -0.015 -2.052
H -3.096 -2.970 -2.328
H -1.959 -1.843 -2.989
C 7.823 5.460 -2.738
C 6.416 5.146 -2.129
C 5.192 5.389 -2.997
O 4.497 4.208 -2.990
C 5.211 3.249 -2.413
O 4.869 2.101 -2.271
O 6.369 3.758 -1.965
H 7.953 6.519 -2.960
H 8.118 4.998 -3.680
H 8.546 5.084 -2.014
H 6.392 5.483 -1.093
H 5.627 5.558 -3.982
H 4.704 6.274 -2.589
C -5.207 -0.464 2.564
C -4.425 -0.350 3.861
C -5.154 0.436 4.943
O -5.038 -0.428 6.053
C -4.643 -1.651 5.688
O -4.449 -2.535 6.480
O -4.457 -1.689 4.339
H -6.174 -0.956 2.672
H -4.652 -1.159 1.933
H -5.362 0.582 2.301
H -3.409 0.023 3.734
H -6.186 0.633 4.652
H -4.739 1.444 4.949
C -2.200 1.503 -4.975
C -2.260 2.550 -3.841
C -1.170 3.618 -3.927
O -1.801 4.818 -3.799
C -3.155 4.633 -3.881
O -4.013 5.545 -3.884
O -3.433 3.299 -3.912
H -1.643 0.605 -4.705
H -1.663 1.750 -5.891
H -3.182 1.263 -5.382
H -2.282 2.074 -2.860
H -0.567 3.614 -4.834
H -0.449 3.523 -3.116
C -4.478 3.735 0.790
C -3.192 2.916 0.506
C -1.870 3.703 0.458
O -1.373 3.529 1.745
C -2.153 2.660 2.469
O -1.991 2.383 3.615
O -3.051 2.156 1.657
H -4.893 4.260 -0.071
H -4.303 4.488 1.559
H -5.364 3.158 1.056
H -3.221 2.201 -0.315
H -2.003 4.772 0.624
H -1.158 3.363 -0.294
*
```

Below is a structure of composition C50H80AsF6N8 at a distorted geometry, with properties calculated with the ωB97M-V functional and the def2-TZVPD basis.

The value obtained for the energy relative to the best compared isomer or geometry (same formula, charge and spin) is 0.556 eV. The lowest unoccupied orbital energy is -2.3 eV. The value obtained for the HOMO energy is -9.0 eV.

Structure (ORCA input):
```
! wB97M-V def2-TZVPD RIJCOSX def2/J DEFGRID3
* xyz 1 1
C -2.592 4.588 5.654
C -1.856 3.244 5.232
C -0.343 3.127 5.350
N 0.201 1.645 5.240
C -0.039 0.895 6.599
C 0.605 -0.518 6.652
C 2.162 -0.475 6.462
C 2.480 0.330 5.182
C 1.708 1.704 5.089
C -0.417 0.857 4.119
H -1.871 5.345 5.961
H -3.292 4.475 6.482
H -3.201 5.019 4.859
H -2.107 3.268 4.171
H -2.455 2.426 5.632
H 0.040 3.459 6.315
H 0.073 3.755 4.563
H 0.367 1.526 7.389
H -1.127 0.950 6.610
H 0.472 -1.033 7.603
H 0.142 -1.234 5.973
H 2.562 -0.080 7.396
H 2.486 -1.506 6.317
H 3.540 0.505 5.001
H 2.291 -0.235 4.269
H 2.002 2.138 6.045
H 2.010 2.336 4.254
H -1.358 0.434 4.469
H 0.239 0.067 3.754
H -0.618 1.577 3.326
C 8.349 -0.514 -1.677
C 7.588 -0.231 -2.951
C 6.037 -0.172 -2.607
C 5.187 0.016 -3.871
N 3.684 0.355 -3.541
C 2.848 0.756 -4.759
C 2.696 2.299 -4.644
C 2.459 2.412 -3.142
C 3.666 1.578 -2.676
C 2.889 -0.838 -2.838
C 2.899 -2.161 -3.696
C 1.933 -3.202 -3.121
H 7.972 0.276 -1.028
H 9.425 -0.433 -1.834
H 8.242 -1.506 -1.239
H 7.868 -0.950 -3.721
H 7.887 0.742 -3.344
H 5.833 0.492 -1.767
H 5.700 -1.135 -2.222
H 5.202 -0.823 -4.568
H 5.622 0.899 -4.337
H 1.856 0.307 -4.726
H 3.251 0.420 -5.714
H 1.822 2.595 -5.225
H 3.604 2.803 -4.974
H 1.493 1.986 -2.872
H 2.533 3.477 -2.922
H 3.711 1.306 -1.621
H 4.582 2.143 -2.849
H 1.871 -0.511 -2.628
H 3.280 -0.940 -1.826
H 3.894 -2.554 -3.903
H 2.486 -1.962 -4.685
H 2.084 -3.498 -2.083
H 1.888 -4.211 -3.531
H 0.930 -2.783 -3.199
As -1.145 -1.031 -0.414
F -1.217 -1.147 -2.231
F 0.317 0.029 -0.693
F -0.880 -0.807 1.305
F -2.553 -2.073 -0.211
F -0.052 -2.436 -0.530
F -2.327 0.357 -0.220
N -3.928 2.636 0.923
C -4.352 2.392 2.197
C -4.823 3.633 2.661
C -4.707 4.589 1.602
C -4.067 3.944 0.571
H -3.395 2.022 0.323
H -4.346 1.421 2.671
H -5.177 3.817 3.664
H -4.984 5.631 1.649
H -3.793 4.297 -0.412
N -4.465 -0.593 -2.027
C -4.718 0.597 -2.682
C -5.822 0.484 -3.495
C -6.208 -0.842 -3.402
C -5.440 -1.475 -2.416
H -3.821 -0.649 -1.250
H -4.224 1.514 -2.397
H -6.152 1.307 -4.112
H -7.021 -1.376 -3.872
H -5.422 -2.457 -1.967
N -3.050 -5.041 -0.387
C -3.118 -5.264 -1.739
C -3.606 -6.564 -1.936
C -3.739 -7.169 -0.659
C -3.473 -6.190 0.321
H -2.836 -4.171 0.078
H -2.889 -4.490 -2.456
H -3.803 -7.001 -2.904
H -4.036 -8.180 -0.419
H -3.671 -6.205 1.382
N -0.574 3.219 -1.796
C -1.260 2.472 -2.745
C -1.232 3.172 -3.939
C -0.483 4.391 -3.712
C -0.104 4.325 -2.378
H -0.337 2.965 -0.848
H -1.662 1.491 -2.538
H -1.748 2.782 -4.803
H -0.302 5.215 -4.385
H 0.469 4.950 -1.709
N 1.640 2.696 1.111
C 0.310 2.678 1.212
C -0.041 3.900 1.475
C 1.064 4.734 1.653
C 2.170 3.912 1.599
H 2.205 1.883 0.909
H -0.241 1.767 1.030
H -1.090 4.139 1.376
H 1.013 5.805 1.780
H 3.243 3.983 1.702
N -2.725 -1.551 -4.650
C -2.953 -2.776 -5.184
C -2.052 -2.983 -6.251
C -1.207 -1.853 -6.303
C -1.714 -0.980 -5.347
H -3.106 -1.185 -3.789
H -3.612 -3.474 -4.687
H -2.013 -3.893 -6.830
H -0.445 -1.702 -7.053
H -1.450 0.047 -5.146
C -0.569 -5.969 3.243
C -0.346 -4.899 2.401
C 0.409 -3.882 2.787
C 0.874 -3.828 4.109
C 0.591 -4.855 4.973
C -0.089 -5.997 4.549
H -1.076 -6.833 2.838
H -0.698 -4.878 1.381
H 0.609 -3.046 2.133
H 1.424 -2.958 4.436
H 1.005 -4.774 5.967
H -0.325 -6.751 5.286
*
```